[1]
Formula: C5H13N2
Source: OMol25
Level of theory: the ωB97M-V functional and the def2-TZVPD basis

The highest occupied orbital energy comes out at -14.01 eV. Its SMILES is C=C(CCN)[NH2+]C. The total energy comes out at -307.5239 a.u. The charge is +1.

Atoms and positions in Å:
C1 1.0752 0.8025 1.5370
C2 0.9385 1.2753 0.0355
C3 -0.0272 0.4023 -0.7819
C4 -0.0130 0.4223 -2.1244
C5 -1.8308 -1.3439 -0.7355
N1 -0.8909 -0.4930 0.0058
N2 1.1002 -0.7129 1.5853
H1 1.9730 1.2380 1.9873
H2 0.1588 1.2555 1.9506
H3 1.9792 1.2163 -0.2831
H4 0.4986 2.2901 -0.1272
H5 -0.8598 0.0209 -2.6577
H6 0.9269 0.7744 -2.4983
H7 -1.3049 -1.9242 -1.4807
H8 -2.4961 -1.8787 -0.0766
H9 -2.4536 -0.7501 -1.4097
H10 -1.5021 0.1855 0.5113
H11 0.8895 -0.9749 2.5411
H12 2.0594 -0.8857 1.3125
H13 -0.2208 -0.9197 0.7088

Forces on the atoms, in the same order (eV/Å):
-1.502 0.756 -1.203
-0.090 -0.963 0.688
1.628 -0.302 -1.352
-0.420 -0.642 2.392
-0.262 0.190 -1.457
-2.302 2.644 -0.320
-0.054 2.126 0.156
-0.404 0.004 0.027
0.485 -0.728 0.921
-0.299 0.227 -1.069
0.936 -0.507 0.777
0.531 -0.245 -0.642
-0.277 0.728 -0.979
0.383 -0.793 0.494
0.241 -0.378 0.220
-0.112 0.457 0.539
0.456 -0.800 0.234
0.640 -0.357 0.077
-0.006 -0.990 0.365
0.428 -0.427 0.132



[2]
Formula: C5H13N2
Source: OMol25
Level of theory: the ωB97M-V functional and the def2-TZVPD basis

The highest occupied orbital energy comes out at -14.05 eV. The total energy comes out at -307.4596 a.u. The charge is +1.

Atoms and positions in Å:
C1 2.4538 -1.0249 0.0463
C2 1.3539 -0.0787 -0.3641
C3 0.0258 -0.4461 0.4142
C4 -0.9260 0.6033 0.2660
C5 -2.0855 0.4600 -0.6127
N1 -2.9467 -0.5060 0.1093
N2 1.7616 1.2858 0.0945
H1 2.6599 -0.8849 1.1044
H2 3.3657 -0.8237 -0.5126
H3 2.1834 -2.0688 -0.1232
H4 1.1473 -0.0782 -1.4319
H5 0.3267 -0.6554 1.4396
H6 -0.3831 -1.3686 -0.0100
H7 -1.1207 1.2153 1.1522
H8 -1.8246 0.0489 -1.5881
H9 -3.9024 -0.1595 0.0819
H10 -2.7158 -0.5879 1.1001
H11 0.9652 1.8815 0.3020
H12 -2.5652 1.4254 -0.7937
H13 2.2268 1.7626 -0.6739

Forces on the atoms, in the same order (eV/Å):
-0.122 -0.539 -0.169
0.457 1.027 0.561
0.605 -0.649 -0.404
-1.767 -1.435 2.057
0.430 0.629 -1.734
0.107 0.293 0.516
-0.659 -0.076 -0.619
0.057 0.024 0.041
0.010 0.115 -0.055
0.024 0.018 -0.077
-0.149 -0.274 -0.059
-0.029 0.509 0.173
0.069 0.070 -0.333
0.524 0.720 -0.403
0.102 -0.141 0.038
0.002 0.043 0.048
-0.018 -0.214 -0.101
0.074 0.048 0.108
-0.122 -0.060 0.209
0.404 -0.107 0.203



[3]
Formula: C5H13N2
Source: OMol25
Level of theory: the ωB97M-V functional and the def2-TZVPD basis

The highest occupied orbital energy comes out at -13.62 eV. The total energy comes out at -307.3868 a.u. The charge is +1.

Atoms and positions in Å:
C1 -2.3128 -0.5928 -1.1520
C2 -1.2803 -0.3495 -0.0620
C3 -0.3022 0.8363 -0.2304
C4 0.8905 0.7262 0.7268
C5 2.3119 0.5048 0.1513
N1 3.0993 -0.7759 0.0726
N2 -1.7937 -0.3546 1.3097
H1 -2.7332 -1.6849 -0.9159
H2 -1.7534 -0.5384 -2.1846
H3 -3.2250 0.0491 -0.9632
H4 -0.5222 -1.2497 -0.2036
H5 -1.0091 1.6975 -0.0896
H6 0.1216 0.7654 -1.3075
H7 0.8677 1.4184 1.5508
H8 2.9614 1.1322 0.7097
H9 3.3358 -1.1901 -0.8758
H10 2.7103 -1.4749 0.6371
H11 -1.0812 -0.1764 2.0759
H12 2.3260 1.1033 -0.8167
H13 -2.6112 0.1539 1.5675

Forces on the atoms, in the same order (eV/Å):
-0.700 -1.253 0.215
1.159 -3.647 1.262
1.887 0.406 -0.459
-0.387 2.434 -4.686
0.712 -0.179 -0.678
-0.184 0.814 -2.261
2.091 -0.329 0.481
1.107 2.237 -0.888
-1.731 -0.034 1.900
1.130 -0.269 -0.962
-1.707 1.373 0.606
1.289 -0.270 0.241
-0.715 0.129 1.787
-0.204 -0.570 1.157
0.248 0.607 1.275
-0.936 1.114 1.500
-0.532 -1.166 0.906
-1.265 -0.474 -1.537
-0.524 -1.233 0.584
-0.735 0.311 -0.443



| no. | frontier orbital gap (eV) |
| --- | --- |
| 1 | 10.970 |
| 2 | 6.892 |
| 3 | 5.976 |